# 1
The following is a DFT calculation (ωB97M-V with the def2-TZVPD basis set) of a cluster of 2 separate species, C4H7NO in total.

```
13
Properties=species:S:1:pos:R:3
O 1.799 0.687 0.742
C 1.041 0.541 -0.408
C 0.278 -0.689 -0.660
C -1.638 -0.820 0.285
C -1.351 0.472 0.767
N -0.805 1.480 0.970
H 1.319 1.260 1.360
H 1.670 -0.144 -1.143
H 0.800 1.466 -0.946
H 0.715 -1.550 -0.171
H -0.039 -0.771 -1.696
H -1.636 -1.609 1.049
H -2.517 -0.889 -0.375
```

- Energy above the lowest of the compared OMol25 structures with the same formula, charge and spin: 98.4 kcal/mol

---

# 2
The following is a DFT calculation (ωB97M-V with the def2-TZVPD basis set) of a structure of composition C4H7NO.

```
13
Properties=species:S:1:pos:R:3
C 1.752 1.058 0.713
C 0.008 -0.775 -0.720
C -1.469 -1.098 -0.699
N -1.691 0.242 -0.053
C -0.285 0.341 -0.032
O 0.370 1.347 0.554
H 2.187 0.689 -0.223
H 2.244 1.987 1.002
H 1.890 0.300 1.493
H 0.875 -1.189 -1.212
H -1.741 -1.921 -0.028
H -1.994 -1.201 -1.653
H -2.147 0.221 0.856
```

- Energy above the lowest of the compared OMol25 structures with the same formula, charge and spin: 62.4 kcal/mol

---

# 3
The following is a DFT calculation (ωB97M-V with the def2-TZVPD basis set) of an isolated molecule of C4H7NO.

```
13
Properties=species:S:1:pos:R:3
O 2.541 -1.107 -0.519
N 1.938 -0.035 -0.197
C 0.663 0.060 0.028
C -0.338 -1.040 -0.121
C -1.447 0.041 0.000
C -0.375 1.120 0.350
H 2.567 0.771 -0.140
H -0.277 -1.589 -1.065
H -0.318 -1.763 0.703
H -1.953 0.238 -0.949
H -2.206 -0.140 0.766
H -0.392 2.028 -0.262
H -0.403 1.415 1.406
```

- Energy above the lowest of the compared OMol25 structures with the same formula, charge and spin: 83.1 kcal/mol
- Structure (SMILES): [O-][NH+]=C1CCC1

---

# 4
The following is a DFT calculation (ωB97M-V with the def2-TZVPD basis set) of an isolated molecule of C4H7NO.

```
13
Properties=species:S:1:pos:R:3
C 1.174 1.194 0.250
C -0.414 -0.700 -0.212
N 0.191 -1.883 -0.190
C -1.474 0.054 0.378
C -0.091 0.707 -0.412
O -2.106 0.522 1.325
H 0.962 -2.060 -0.818
H -0.273 -2.673 0.235
H -2.047 -0.439 -0.564
H -0.419 1.300 -1.258
H 1.171 2.283 0.299
H 2.065 0.881 -0.300
H 1.262 0.813 1.270
```

- Energy above the lowest of the compared OMol25 structures with the same formula, charge and spin: 119.8 kcal/mol

---

# 5
The following is a DFT calculation (ωB97M-V with the def2-TZVPD basis set) of an isolated molecule of C4H7NO.

```
13
Properties=species:S:1:pos:R:3
C 0.523 0.383 0.867
C 0.601 -1.041 0.348
O 0.699 -1.012 -1.076
C -0.307 -0.293 -1.632
N -1.068 0.546 -1.069
C -0.769 0.976 0.294
H 0.545 0.420 1.962
H 1.399 0.934 0.506
H 1.466 -1.604 0.707
H -0.322 -1.589 0.598
H -0.413 -0.529 -2.690
H -1.623 0.737 0.943
H -0.730 2.070 0.242
```

- Energy above the lowest of the compared OMol25 structures with the same formula, charge and spin: 26.7 kcal/mol
- Structure (SMILES): C1=NCCCO1

---

# 6
The following is a DFT calculation (ωB97M-V with the def2-TZVPD basis set) of a structure of composition C4H7NO.

```
13
Properties=species:S:1:pos:R:3
C -1.350 -1.706 1.047
N -0.717 -0.495 1.486
C -0.004 0.350 1.053
C 0.605 1.653 -0.424
C 1.306 0.691 -1.273
O 0.201 -0.116 -1.030
H -1.043 -1.894 0.015
H -2.436 -1.602 1.108
H -1.035 -2.519 1.704
H 1.033 2.229 0.385
H -0.266 2.101 -0.891
H 1.450 0.980 -2.325
H 2.256 0.327 -0.855
```

- Energy above the lowest of the compared OMol25 structures with the same formula, charge and spin: 143.0 kcal/mol

---

# 7
The following is a DFT calculation (ωB97M-V with the def2-TZVPD basis set) of a cluster of 2 separate species, C4H7NO in total.

```
13
Properties=species:S:1:pos:R:3
C -2.198 0.295 0.005
C 1.568 1.027 0.354
C 1.665 -0.448 0.064
C 0.925 0.428 -0.775
N -2.270 -1.058 0.003
O -2.988 1.147 0.356
H 1.056 1.348 1.137
H 2.562 1.482 0.268
H 2.569 -0.810 -0.277
H 1.160 -1.038 0.816
H 0.675 0.742 -1.724
H -1.800 -1.419 -0.809
H -2.924 -1.696 0.584
```

- Energy above the lowest of the compared OMol25 structures with the same formula, charge and spin: 135.4 kcal/mol

---

# 8
The following is a DFT calculation (ωB97M-V with the def2-TZVPD basis set) of an isolated molecule of C4H7NO.

```
13
Properties=species:S:1:pos:R:3
N -0.691 -2.086 0.654
C -0.435 -0.869 0.465
C 0.483 0.073 1.205
C 0.487 1.194 0.096
C -0.054 0.394 -1.429
O -1.044 -0.184 -0.558
H -1.334 -2.353 -0.100
H 0.045 0.336 2.199
H 1.478 -0.336 1.450
H 1.453 1.567 -0.129
H -0.238 1.977 0.396
H 0.525 -0.449 -1.928
H -0.676 0.735 -2.320
```

- Energy above the lowest of the compared OMol25 structures with the same formula, charge and spin: 73.7 kcal/mol
- Structure (SMILES): [H]/N=C1/CCCO1